# 1
# C25H35AsN5O4PdS

A structure of composition C25H35AsN5O4PdS at a distorted geometry (ωB97M-V with the def2-TZVPD basis set, the OMol25 dataset).

Summary:
LUMO   2.7 eV
E_tot   -117289.856 eV
ΔE to the lowest compared entry with this formula, charge and spin   0.000 eV
Maximum force   1.1 eV/Å
Kohn-Sham gap   5.9 eV
Charge   -1
E_HOMO   -0.117 hartree

The geometry in XYZ format:
```
72
Properties=species:S:1:pos:R:3:forces:R:3
C 3.76160 -0.96831 -2.21100 0.0 0.0 0.2
H -4.83294 -0.38359 1.32060 0.0 0.0 -0.1
H 0.31886 2.48554 1.33271 0.0 0.0 -0.1
H 2.19638 2.94034 5.16590 0.0 0.0 0.0
H -5.47412 -3.24156 -0.99775 0.0 0.0 0.0
H 2.37092 -2.26810 3.25659 0.0 0.0 0.0
H -0.35732 -0.43367 4.38062 0.1 0.0 0.0
C 3.89332 1.73627 0.57469 -0.1 0.1 -0.2
C -3.46304 0.69574 0.09442 0.1 0.0 -0.1
C -2.25415 -3.15678 1.85457 0.0 -0.1 -0.1
H 0.98889 1.94920 -2.05176 0.0 0.1 0.3
H -0.60120 -2.63066 -1.56707 -0.1 0.1 0.0
N -0.90536 0.20555 1.85942 -0.1 0.0 -0.5
H 1.09228 0.85084 5.92465 0.0 0.0 0.0
H 4.05797 -0.76908 2.09513 0.0 0.0 0.0
C -1.55320 -1.92883 1.55517 0.1 0.0 -0.3
H 4.85336 1.30102 0.86272 0.0 0.0 0.0
N 0.43069 0.04946 -4.50723 -0.1 0.2 0.0
C -4.35094 -0.32677 0.34896 0.0 -0.1 0.1
N -1.47364 -0.95637 2.39097 0.0 0.1 0.3
C -5.62590 -2.38909 -0.33309 0.1 0.0 0.0
H 2.73719 0.16792 2.80784 0.0 0.0 -0.1
C -2.34473 -4.13776 0.92354 0.1 0.1 0.0
H -0.23236 -0.69793 -4.63683 0.0 0.0 0.0
H -3.25232 1.44999 0.83865 0.0 0.0 0.0
O 0.15568 -0.39499 -2.30741 -0.1 0.4 0.1
H 1.76627 3.75355 2.86168 0.0 0.0 -0.1
H 4.77673 3.46454 -0.41095 0.0 0.0 0.0
C 0.52264 2.10597 2.32174 -0.1 0.0 0.1
H 3.93494 0.01888 -2.63500 0.0 0.1 -0.1
N 1.28357 1.51840 -2.91868 -0.3 -0.3 -0.1
C -4.62417 -1.30031 -0.61344 0.0 0.0 0.0
As 2.60635 0.25495 0.28856 0.6 0.0 0.0
H 2.76863 -1.28852 -2.52452 0.0 0.0 0.0
C 3.86371 -0.95127 -0.68466 -0.1 0.0 -0.2
H -2.71070 -3.24142 2.83215 0.0 0.0 0.0
H -1.81765 -4.74505 -1.12436 0.0 0.0 0.0
C -1.08128 -2.81581 -0.61241 0.1 0.1 0.1
C 1.55368 2.38236 4.49554 0.0 -0.1 0.0
H -2.87781 -5.05281 1.15820 0.0 0.0 0.0
C 2.17245 -1.84746 2.26762 0.1 0.2 -0.1
O -2.68443 3.31052 -1.21780 0.2 0.1 0.3
H -6.64473 -2.02183 -0.48366 0.0 0.0 0.0
H 2.41103 -2.61218 1.52349 0.0 0.0 0.0
C 0.12668 0.47630 4.05496 0.0 0.0 0.0
H 4.49408 -1.65813 -2.64041 0.0 0.0 0.0
H 1.31576 2.18106 -3.67806 0.0 0.0 0.0
C 1.32196 2.82309 3.19577 0.0 -0.1 0.0
O -1.49851 2.08259 -2.94226 0.2 -0.2 -0.1
H 3.10448 3.13988 -0.88213 0.0 0.0 0.0
C 0.93489 1.20758 4.91192 0.0 0.0 -0.1
C 0.55365 0.39358 -3.17717 0.4 -0.4 0.2
H 3.65291 -1.95321 -0.30341 0.0 0.0 0.0
H 0.25521 0.83065 -5.12082 0.0 0.0 -0.1
C -1.74608 -3.97985 -0.36325 -0.1 -0.1 0.1
H 4.40850 2.12702 -1.50664 0.0 0.0 0.0
S -1.82991 2.19250 -1.53113 -0.5 0.7 -0.2
N -0.94256 -1.82771 0.29614 -0.2 0.0 0.1
O -0.58940 2.17379 -0.66387 -0.4 -0.3 -0.4
C 2.98481 -0.56865 2.03921 -0.3 -0.2 0.1
H 1.10228 -1.64365 2.19739 0.0 0.0 0.0
C -3.98828 -1.21411 -1.84475 0.0 -0.1 0.0
H 3.50529 2.28826 1.43188 0.0 0.0 0.0
C -0.08880 0.90170 2.72605 -0.1 -0.1 0.1
H -4.19314 -1.96218 -2.60484 0.0 0.0 0.0
H -2.59424 -0.11581 -3.07372 0.0 0.0 0.0
H 4.87862 -0.69012 -0.37418 0.0 0.0 0.1
H -5.54433 -2.73853 0.69818 0.0 0.0 -0.1
C 4.05747 2.67061 -0.62537 -0.1 -0.2 0.1
C -3.08686 -0.19409 -2.11453 0.1 0.0 0.0
Pd -0.47944 0.06124 -0.10801 0.9 -0.7 0.3
C -2.79629 0.73409 -1.12988 -0.4 0.6 -0.2
```
Positions in Å, forces in eV/Å.


# 2
# C12H44B2BaNO19P4

A structure of composition C12H44B2BaNO19P4 at a distorted geometry (ωB97M-V with the def2-TZVPD basis set, the OMol25 dataset).

Summary:
LUMO   1.7 eV
E_tot   -92754.740 eV
ΔE to the lowest compared entry with this formula, charge and spin   5.245 eV
Maximum force   6.9 eV/Å
Kohn-Sham gap   5.9 eV
Charge   -1
E_HOMO   -0.157 hartree

The geometry in XYZ format:
```
83
Properties=species:S:1:pos:R:3:forces:R:3
C 3.11339 -1.67051 2.63832 -0.3 -1.3 0.8
H 1.16857 -3.02195 -3.33814 0.3 -0.5 -0.3
H -3.21453 -1.00919 -3.50341 0.2 -0.7 -0.2
O -3.92293 -0.49984 -1.74019 -1.6 2.5 1.7
B 0.72421 4.19029 1.41237 0.1 0.2 0.2
H -0.79583 -3.74046 0.15215 0.1 0.9 0.6
H 3.29224 -4.30411 -0.23577 0.2 0.3 0.1
H -0.31116 -0.18208 6.35488 -0.3 0.1 -0.3
H 0.24565 -4.98759 -0.12282 0.9 0.0 -0.4
C -3.31386 -1.47915 -2.52495 0.4 0.6 0.6
H 3.20004 0.93624 -4.54792 0.2 0.1 0.1
H 4.39111 2.02874 0.75865 4.1 -0.8 1.1
O 1.01896 3.62887 -2.23566 6.4 -0.2 2.4
H 1.29201 3.38352 1.84936 2.0 -2.8 1.8
O -0.03876 4.36457 -3.87139 -1.4 -0.3 -0.3
O -0.01191 -1.59380 -4.13290 0.5 1.6 -0.2
C 0.50924 -2.89479 -4.19675 -0.8 -0.6 0.1
H 4.42968 -3.46746 -1.39264 0.1 -0.6 0.1
O 0.33658 0.67079 -5.18211 0.7 -1.7 0.5
H -1.37447 0.98851 -3.91235 0.8 -0.6 0.6
H -2.35073 -1.60337 -2.02992 0.3 -1.1 -0.8
C -4.27177 -1.82325 0.94287 1.2 -0.1 0.2
H 2.72036 2.08016 1.31697 -2.2 0.2 3.5
H 1.12157 4.43096 0.43849 1.5 0.8 -3.8
H -5.03823 3.03212 0.46206 0.3 0.2 -0.5
H -3.32065 2.75261 0.88154 0.1 -0.5 -0.1
H 0.24697 -1.80684 3.65597 -0.2 0.5 -0.5
P 2.09007 -2.01047 0.23106 2.0 -1.7 0.2
O 0.59880 0.94743 4.79633 -1.3 -0.7 -1.7
C 3.39937 -3.73697 -1.16041 0.3 -0.2 -0.6
O -1.39451 -0.42632 3.96257 -0.6 -0.6 0.1
H -4.40979 -2.57994 0.17055 -0.4 0.0 0.1
B 3.36161 2.12542 0.45038 0.8 -0.2 0.1
H -0.38675 -3.51153 -4.12650 0.2 -0.4 0.3
H -4.77803 1.88520 1.66501 0.8 0.9 1.1
H -1.38838 -2.32676 3.00639 0.3 0.8 -0.9
C 0.18900 0.75962 6.12873 1.2 0.5 1.3
H -1.11024 -2.29715 4.61193 0.3 0.1 0.5
C 0.22932 -3.89934 -0.18239 -0.8 0.3 -0.2
H 3.20704 -2.68215 3.03318 -0.7 0.4 1.8
O 1.27813 -0.83405 0.09002 -0.4 0.7 0.3
O -1.52854 2.08593 4.00290 -0.6 -3.9 -0.3
O -4.45252 1.17446 -0.02552 1.7 -3.1 -2.8
O 2.71222 -2.49828 -1.16382 -0.4 0.9 1.1
C -4.30190 2.29073 0.77230 -1.5 0.9 1.9
H -1.43688 3.98306 3.20897 0.1 -0.1 0.1
C 3.45693 -0.11948 -4.63498 1.4 1.0 0.3
N -0.00044 3.72737 -2.79427 -1.6 1.4 -2.4
O -0.07562 0.94455 2.25445 0.1 -0.9 1.2
C -1.20211 3.43562 4.12182 0.5 0.9 0.5
H -0.29706 3.85348 1.32411 -4.6 -1.3 -0.5
H 4.10867 -0.23307 -5.50126 0.1 -0.1 0.2
O -0.94765 3.18390 -2.23800 -3.5 -0.9 -0.3
C -0.96268 1.13946 -4.91022 -1.8 1.9 1.3
H -1.81085 3.71220 4.98266 0.1 0.8 -0.1
P 0.98236 -0.32893 -4.09433 0.3 1.2 0.3
O 3.34927 -2.10576 1.32261 -1.6 0.9 -4.5
H -4.03447 -2.29373 -2.45226 0.7 -0.6 -0.6
C -0.83743 -1.72230 3.72693 -0.7 -1.3 1.4
H -0.13990 3.55823 4.33349 0.0 0.2 -0.1
H -0.31412 1.62688 6.55633 -0.7 0.0 -0.4
Ba 0.68121 1.73770 -0.32066 -0.3 1.5 0.3
O 1.19289 0.31849 -2.75926 -0.3 -1.5 -2.1
H -3.87765 -2.26274 1.85917 -0.6 -0.4 0.0
H 3.88460 -1.05409 3.10023 0.0 0.3 -0.8
H 0.78641 5.07790 2.02271 0.1 3.5 2.6
H 2.96172 1.27839 -0.08524 -0.4 -3.6 -2.8
H 0.23483 -3.48481 -1.19048 0.3 -0.4 -0.2
H -5.17378 -1.24788 1.15130 0.1 0.1 -0.2
O 1.23784 -3.30516 0.62242 -0.2 -0.7 1.0
O -1.87684 0.83542 -0.72754 -4.0 -2.0 1.0
H -1.81007 0.79915 -5.50537 0.7 -0.4 -1.0
H 2.13084 -1.20095 2.68529 0.1 0.1 0.5
P -0.57058 0.85566 3.63809 1.5 3.6 -0.9
H 2.94125 -4.33779 -1.94605 0.3 -0.1 -0.2
H 3.28196 3.06873 -0.06737 -0.8 3.4 -2.1
H 1.11941 0.77048 6.69644 0.2 -0.3 0.0
O -3.12239 -1.04060 0.55899 -0.4 1.2 -0.2
H 0.93175 -3.11589 -5.17689 0.5 0.1 0.2
H 3.92225 -0.45204 -3.70709 0.3 0.2 -0.1
H -0.94882 2.22914 -4.88805 0.2 0.1 -0.6
P -3.24692 0.18794 -0.46817 2.6 1.9 -1.2
O 2.32142 -0.88736 -4.85794 -3.3 -0.3 0.6
```
Positions in Å, forces in eV/Å.


# 3
# C4H11NS2

A structure of composition C4H11NS2 at a distorted geometry (ωB97M-V with the def2-TZVPD basis set, the OMol25 dataset).

Summary:
LUMO   -0.9 eV
E_tot   -27479.522 eV
ΔE to the lowest compared entry with this formula, charge and spin   7.744 eV
Maximum force   5.7 eV/Å
Kohn-Sham gap   6.6 eV
E_HOMO   -0.277 hartree

The geometry in XYZ format:
```
18
Properties=species:S:1:pos:R:3:forces:R:3
H 0.10718 -1.67239 -0.69382 -0.6 0.0 -0.3
C 0.26070 0.80028 -0.55399 3.9 -0.8 1.8
H 2.33907 1.95134 -1.38065 -0.4 -1.0 -0.5
H 0.24507 1.37313 -1.50607 0.0 -0.9 0.4
H -2.03249 -1.78397 0.58930 3.6 -0.1 -2.3
C -0.72829 -1.53352 0.25534 -3.8 2.4 3.6
S -3.06412 -1.05612 2.74211 -3.8 1.0 -0.8
H -4.34491 -0.15489 2.45572 2.7 -2.0 0.8
N 1.67293 0.16183 -0.34071 -0.3 1.6 -3.4
H 0.10038 1.61248 0.16761 -0.6 -0.5 0.5
H -2.32261 0.00124 2.75821 0.8 1.1 0.0
C 2.40739 0.82097 -1.47978 -0.2 0.8 1.6
S -0.13212 -1.51564 1.89627 1.4 -0.7 -0.4
C -0.60977 -0.35244 -0.51691 -3.8 1.1 -1.1
H 2.22875 0.18093 0.49594 -0.8 0.6 0.7
H 3.48070 0.71588 -1.39381 0.2 -0.9 -0.4
H 1.90513 0.42980 -2.37792 0.9 0.5 0.0
H -1.51299 0.02108 -1.11685 0.8 -1.9 0.1
```
Positions in Å, forces in eV/Å.


# 4
# C22H30N4RhSe2Si2

A structure of composition C22H30N4RhSe2Si2 at a distorted geometry (ωB97M-V with the def2-TZVPD basis set, the OMol25 dataset).

Summary:
LUMO (spin up / spin down)   -4.5 / -4.5 eV
E_tot   -178712.975 eV
Maximum force   2.8 eV/Å
Kohn-Sham gap (spin up / spin down)   5.5 / 5.5 eV
Charge   +1
E_HOMO (spin up / spin down)   -0.371 / -0.370 hartree

The geometry in XYZ format:
```
61
Properties=species:S:1:pos:R:3:forces:R:3
Si -1.51735 -0.62452 2.49736 0.0 0.0 0.2
H 3.35246 -2.83594 -2.82667 0.0 0.0 0.1
H -1.86262 -2.45777 -0.12773 0.0 0.1 0.0
C 2.14421 -0.32603 0.71328 -0.4 0.0 0.2
C -1.20924 -0.04799 4.26072 0.1 0.0 -0.1
C 1.31242 2.69226 -1.02754 -0.3 0.0 0.1
H -2.18672 0.15520 4.70621 0.0 0.0 0.0
Si 2.33069 -0.75050 -2.04428 -0.3 0.1 -0.5
H 2.22127 -3.17803 -1.50746 0.0 0.1 0.0
H 4.94943 -0.71301 2.57176 0.0 0.0 0.0
H -3.84108 0.13341 2.46489 0.1 0.0 0.0
N -2.24302 -0.74182 -1.21479 0.1 -0.1 -0.1
C -3.79161 -2.55638 -1.04540 -0.4 0.1 -0.3
N -0.13800 -0.38912 1.34462 0.2 -0.6 -0.5
H 1.99604 1.87540 -1.17926 0.0 0.0 0.0
C 3.59856 0.40916 -2.79436 0.0 -0.1 0.1
H 0.94879 -0.22606 -4.06105 -0.1 0.1 0.0
C -2.58925 -1.95751 -0.75334 0.2 0.3 0.0
C 1.13086 -0.45000 1.74723 0.0 0.1 -0.2
H 3.23790 -1.01077 4.35794 0.0 0.0 -0.1
H -4.98748 -0.07663 -3.00979 0.0 0.0 0.0
H -1.15044 -3.08820 2.10646 0.0 0.1 0.0
C -0.43419 4.71288 -0.67112 -0.4 -0.2 0.1
C 3.52558 -0.42051 1.03374 0.4 -0.1 0.3
C -2.93644 0.41645 1.91535 -0.1 -0.1 -0.1
N 1.66857 -0.16526 -0.50369 -0.4 -0.8 0.3
H 2.86570 4.15697 -1.07175 -0.1 0.0 0.0
C -1.92790 -2.46127 2.55327 0.1 0.1 -0.1
H 3.82280 -2.51981 -1.15381 0.0 0.0 -0.1
H 0.87451 -0.87009 3.87213 0.1 0.0 0.0
H 0.29203 -1.65872 -3.25608 0.0 0.0 0.0
Se -2.42184 1.40838 -2.98392 -0.7 2.0 1.8
C 0.74274 -0.68060 -3.09100 0.3 -0.3 0.4
C 3.89895 -0.64447 2.31975 0.1 0.0 -0.3
H -2.87012 -2.66275 2.04042 0.0 -0.1 0.0
Rh -0.26885 -0.10052 -0.71445 0.6 0.2 0.6
H 1.24500 6.04281 -0.70655 0.0 0.0 0.0
H 4.07542 1.06929 -2.06494 0.0 -0.1 0.0
C 2.98675 -2.48135 -1.85836 0.0 0.0 0.1
C -0.86035 3.38201 -0.76667 1.1 0.3 -0.1
H -5.67283 -2.27759 -2.06128 0.0 0.0 0.0
H 4.26142 -0.29697 0.24635 0.0 0.0 0.0
H -1.17813 5.48763 -0.55533 0.0 0.1 -0.1
H -4.01605 -3.54114 -0.65938 0.0 0.0 0.0
Se -2.73173 3.10070 -0.84064 0.1 -1.9 -2.0
H -0.72227 -0.80004 4.88546 -0.1 0.1 0.0
C 1.80347 3.97733 -0.96878 0.0 0.3 0.1
C 1.58676 -0.72168 3.07926 0.3 0.1 0.1
H -0.03065 -0.00226 -2.65356 -0.1 0.1 -0.4
C 2.91554 -0.80808 3.34426 -0.2 0.0 0.0
C -4.33086 -0.63742 -2.36131 0.3 0.4 -0.2
C -3.07195 -0.10909 -2.07145 -0.1 -0.9 0.6
H 3.13261 1.03577 -3.55762 0.0 0.0 0.0
C -4.69903 -1.86043 -1.83695 0.0 -0.3 0.1
C 0.90700 5.01539 -0.76065 0.2 0.0 0.0
H -2.73463 1.46850 2.11782 0.0 0.1 0.0
H -2.03973 -2.77482 3.59412 0.0 0.0 -0.1
H -3.13665 0.31276 0.85412 -0.1 0.1 -0.1
H 4.38806 -0.17533 -3.27567 0.0 0.1 0.0
N 0.01122 2.37230 -0.90056 -0.2 0.3 -0.2
H -0.62578 0.87593 4.31063 -0.1 -0.1 0.0
```
Positions in Å, forces in eV/Å.